Formula: C33H50ClDyP
Source: the Open Molecules 2025 dataset
Level of theory: ωB97M-V with the def2-TZVPD basis set

Results
Electronic energy: -80925.141 eV
Relative energy (zero: lowest compared OMol25 entry of this formula, charge and spin): 0.00 kcal/mol
Charge: -1
2S+1: 6

Geometry (Å):
Dy: 0.20 -0.38 1.83
Cl: 1.14 -1.02 4.06
P: 0.01 0.14 -0.98
C: -1.93 0.23 1.55
H: -2.82 -0.34 1.23
H: -2.20 1.30 1.67
C: 1.86 0.41 -1.14
C: -0.77 1.82 -1.05
C: 2.36 0.48 -2.59
H: 1.99 1.40 -0.65
C: 3.86 0.80 -2.62
H: 2.19 -0.48 -3.09
H: 1.81 1.24 -3.16
C: 4.70 -0.19 -1.81
H: 4.20 0.82 -3.67
H: 4.01 1.81 -2.22
C: 4.16 -0.36 -0.38
H: 4.71 -1.16 -2.32
H: 5.73 0.17 -1.76
C: 2.64 -0.64 -0.33
H: 4.69 -1.17 0.13
H: 4.36 0.56 0.19
H: 2.46 -1.64 -0.74
H: 2.34 -0.65 0.75
C: -0.64 -0.92 -2.38
C: -2.28 1.65 -1.24
H: -0.57 2.21 -0.03
C: -3.01 3.00 -1.21
H: -2.48 1.15 -2.20
H: -2.66 1.01 -0.44
C: -2.40 4.01 -2.19
H: -4.07 2.84 -1.43
H: -2.95 3.40 -0.19
C: -0.88 4.13 -2.04
H: -2.65 3.71 -3.22
H: -2.86 4.99 -2.02
C: -0.17 2.77 -2.09
H: -0.47 4.79 -2.82
H: -0.65 4.59 -1.07
H: -0.27 2.34 -3.10
H: 0.91 2.91 -1.90
C: 0.05 -2.29 -2.45
H: -1.68 -1.08 -2.04
C: -0.68 -3.25 -3.40
H: 1.09 -2.17 -2.79
H: 0.09 -2.75 -1.45
C: -0.87 -2.65 -4.80
H: -0.13 -4.20 -3.46
H: -1.67 -3.47 -2.98
C: -1.47 -1.24 -4.74
H: 0.10 -2.62 -5.31
H: -1.52 -3.31 -5.39
C: -0.72 -0.30 -3.78
H: -1.50 -0.80 -5.75
H: -2.51 -1.33 -4.39
H: 0.29 -0.12 -4.18
H: -1.23 0.67 -3.77
C: 0.00 -3.08 1.10
C: -1.29 -2.64 0.93
H: 0.77 -2.94 0.32
C: -2.39 -2.99 1.88
H: -1.58 -2.06 0.04
C: -1.85 -3.38 3.26
H: -3.11 -2.16 1.98
H: -2.97 -3.84 1.47
C: -0.72 -4.42 3.15
H: -1.46 -2.49 3.79
H: -2.66 -3.78 3.89
C: 0.44 -3.95 2.24
H: -0.34 -4.66 4.15
H: -1.13 -5.35 2.73
H: 1.16 -3.41 2.88
H: 0.98 -4.83 1.86
C: 0.45 1.83 1.89
C: 0.47 2.07 3.12
C: 0.44 2.52 4.46
C: -0.76 2.97 5.04
C: -0.84 3.21 6.41
C: 0.29 3.03 7.22
C: 1.52 2.66 6.64
C: 1.59 2.41 5.27
H: -1.64 3.09 4.40
H: -1.78 3.53 6.86
H: 0.23 3.19 8.31
H: 2.41 2.56 7.27
H: 2.53 2.07 4.82

Per-atom Mulliken charges, elementary charge units: Dy -0.280; Cl -0.600; P -0.019; C -0.849; H 0.223; H 0.378; C -0.309; C 0.987; C -0.725; H 0.892; C -0.995; H 0.121; H 0.237; C -0.781; H 0.399; H 0.366; C -1.035; H 0.312; H 0.419; C 0.486; H 0.428; H 0.390; H 0.160; H -0.129; C 0.186; C -0.688; H -0.102; C -0.956; H 0.251; H -0.186; C -0.720; H 0.412; H 0.338; C -0.995; H 0.298; H 0.375; C -0.543; H 0.409; H 0.399; H 0.117; H 0.300; C 0.052; H 0.768; C -0.860; H 0.261; H -0.624; C -0.808; H 0.424; H 0.340; C -0.965; H 0.330; H 0.417; C -0.243; H 0.405; H 0.371; H 0.150; H 0.135; C -0.257; C 0.168; H 0.374; C -0.744; H 0.453; C -0.575; H 0.240; H 0.390; C -0.871; H 0.147; H 0.407; C -0.794; H 0.368; H 0.300; H 0.238; H 0.342; C -0.231; C -0.051; C 0.187; C -0.445; C -0.464; C -0.315; C -0.556; C -0.180; H 0.366; H 0.330; H 0.332; H 0.331; H 0.385


Formula: C33H50N3O3P2Pt
Source: the Open Molecules 2025 dataset
Level of theory: ωB97M-V with the def2-TZVPD basis set

Results
Electronic energy: -67467.325 eV
Relative energy (zero: lowest compared OMol25 entry of this formula, charge and spin): 22.33 kcal/mol
2S+1: 4

Geometry (Å):
Pt: 0.58 -0.13 0.24
C: -3.46 -3.08 -1.18
C: -1.98 -2.84 -0.81
C: -1.50 -3.87 0.21
P: -1.56 -1.13 -0.29
C: -2.21 0.01 -1.58
C: -1.54 -0.29 -2.92
C: -3.72 0.13 -1.75
C: -2.45 -0.81 1.25
C: -3.38 -1.65 1.87
C: -3.89 -1.36 3.13
C: -4.88 -2.28 3.79
C: -3.42 -0.22 3.77
C: -2.49 0.62 3.18
C: -1.99 0.34 1.90
N: -1.03 1.08 1.23
C: -1.04 2.45 1.21
C: -2.11 3.25 1.68
C: -2.09 4.62 1.57
C: -1.03 5.30 0.97
C: -1.03 6.80 0.82
C: 0.00 4.53 0.47
C: 0.01 3.13 0.57
P: 1.27 2.10 -0.18
C: 1.60 2.91 -1.79
C: 0.34 2.87 -2.66
C: 2.79 2.35 -2.55
C: 2.82 2.32 0.81
C: 3.31 3.76 0.86
C: 2.62 1.77 2.22
H: -3.59 -3.14 -2.26
H: -4.14 -2.30 -0.82
H: -3.80 -4.02 -0.76
H: -1.37 -2.97 -1.71
H: -2.08 -3.83 1.13
H: -0.46 -3.71 0.47
H: -1.60 -4.88 -0.21
H: -1.84 0.97 -1.20
H: -1.91 -1.23 -3.34
H: -0.45 -0.37 -2.83
H: -1.78 0.49 -3.64
H: -4.15 -0.74 -2.23
H: -3.95 0.99 -2.37
H: -4.23 0.28 -0.79
H: -3.74 -2.53 1.36
H: -5.40 -2.90 3.06
H: -5.63 -1.72 4.36
H: -4.38 -2.96 4.50
H: -3.78 0.02 4.76
H: -2.12 1.48 3.72
H: -2.98 2.77 2.12
H: -2.93 5.18 1.94
H: -1.66 7.27 1.58
H: -1.41 7.12 -0.15
H: -0.03 7.22 0.93
H: 0.82 5.03 -0.04
H: 1.81 3.96 -1.54
H: 0.09 1.85 -2.92
H: 0.50 3.43 -3.58
H: -0.53 3.31 -2.15
H: 2.57 1.35 -2.92
H: 3.69 2.27 -1.94
H: 3.01 2.99 -3.40
H: 3.55 1.70 0.30
H: 2.59 4.41 1.37
H: 3.52 4.18 -0.12
H: 4.25 3.81 1.43
H: 1.84 2.32 2.75
H: 3.55 1.87 2.78
H: 2.34 0.71 2.22
O: 3.18 -0.24 -0.81
N: 3.47 -1.41 -1.25
C: 3.56 -1.66 -2.58
C: 4.05 -2.84 -3.03
C: 4.54 -3.81 -2.08
C: 4.37 -3.60 -0.77
C: 3.55 -2.47 -0.26
H: 3.28 -0.83 -3.21
H: 4.13 -3.00 -4.10
H: 5.10 -4.66 -2.44
H: 4.81 -4.27 -0.04
H: 3.94 -2.02 0.66
N: 2.08 -5.38 0.20
C: 2.11 -4.16 1.01
C: 2.03 -2.88 0.15
O: 1.32 -3.13 -1.04
O: 1.50 -1.89 0.89
H: 3.00 -5.66 -0.10
H: 1.39 -4.10 -1.17
H: 1.67 -6.15 0.72
H: 2.97 -4.08 1.69
H: 1.22 -4.14 1.64

Per-atom Mulliken charges, elementary charge units: Pt 1.707; C -1.899; C 0.862; C -1.310; P 0.642; C 1.814; C -1.683; C -1.778; C 0.595; C -0.808; C 0.127; C -1.734; C -0.792; C -0.453; C -0.609; N -0.324; C 0.318; C -1.002; C -1.170; C 0.212; C -1.663; C -0.210; C 0.294; P 0.328; C 0.719; C -1.645; C -1.647; C 1.053; C -1.678; C -1.548; H 0.229; H 0.433; H 0.489; H 0.777; H 0.416; H 0.003; H 0.591; H -0.506; H 0.389; H 0.213; H 0.478; H 0.322; H 0.475; H 0.365; H 0.193; H 0.370; H 0.401; H 0.313; H 0.391; H 0.716; H 0.597; H 0.373; H 0.387; H 0.304; H 0.373; H 0.368; H 0.519; H 0.185; H 0.515; H 0.282; H 0.118; H 0.328; H 0.536; H 0.221; H 0.337; H 0.345; H 0.488; H 0.230; H 0.514; H 0.198; O -0.293; N 0.165; C -0.101; C -0.886; C -0.211; C -1.372; C -0.097; H 0.348; H 0.439; H 0.439; H 0.675; H 0.360; N -0.507; C -1.479; C 1.186; O -0.631; O -0.896; H 0.232; H 0.440; H 0.246; H 0.336; H 0.616